No. 1
This record from the OMol25 dataset describes a 40-piece molecular cluster, H80O40 overall in a non-equilibrium geometry. The level of theory is wB97M-V/def2-TZVPD.

Output
ΔE to the lowest compared entry with this formula, charge and spin: 243.0 kcal per mole
LUMO level: -0.52 eV
charge: 0
HOMO level: -10.34 eV
HOMO-LUMO gap: 9.823 eV
strongest force on any atom: 0.08136 hartree/bohr

XYZ file:
```
120
Properties=species:S:1:pos:R:3:forces:R:3:lowdin_charge:R:1
O -0.4026 -4.3278 -0.1103 -1.7 -1.1 -1.6 -0.051
O -2.3067 -0.6168 -0.8253 -1.6 -2.2 -0.6 -0.048
O -4.4388 -4.0320 -0.5890 0.8 1.3 -0.9 -0.089
O 5.5532 0.7529 1.9468 1.2 -0.2 -1.1 -0.077
O 1.5190 4.9280 -2.4313 3.6 -0.2 -1.4 -0.107
O 1.6832 1.8934 -0.7601 0.8 -1.1 -1.7 -0.076
O -5.2741 -1.7635 0.7593 0.2 -0.2 -0.1 -0.056
O -3.5628 -1.6654 3.2005 -0.2 -1.1 -0.3 -0.063
O 2.9732 -3.4973 -4.4974 -0.2 -0.4 -0.3 -0.063
O 3.9389 0.6094 -0.8557 0.2 1.0 -0.7 -0.083
O 1.4421 -1.6376 5.3787 0.8 -1.0 0.7 -0.061
O -2.0278 -2.9998 -2.7853 0.1 -0.5 -0.2 -0.036
O 3.9513 3.5489 -2.6343 0.9 -3.3 -0.2 -0.071
O 1.5739 -1.3560 -5.3084 -0.9 -0.3 0.6 -0.040
O -2.9239 1.1716 -3.8488 0.1 3.1 2.8 0.003
O -0.0797 1.6725 2.3416 3.1 0.6 -0.2 -0.005
O 4.9908 2.8671 0.5099 2.3 0.0 0.4 -0.078
O 3.1793 -1.1370 -2.7365 -0.1 -1.1 -0.5 -0.055
O -5.8762 1.0755 -2.2613 1.1 1.1 0.5 -0.116
O -0.7269 -2.1913 1.0142 -2.6 2.5 0.8 -0.079
O 2.3402 -4.2584 0.9566 -0.3 -1.0 0.9 -0.032
O -0.5831 4.1836 4.3212 0.5 -0.5 -0.7 -0.053
O -0.3067 -3.9629 -4.9802 0.9 -0.8 0.2 -0.065
O 0.1361 -1.0495 -2.9707 1.0 -0.5 -0.1 -0.064
O 1.2603 -2.0317 -0.8373 2.0 0.2 1.5 -0.026
O 2.3434 4.4084 2.7286 -0.3 -2.1 -0.2 -0.028
O -5.5294 -0.0294 3.4642 -0.3 1.3 -0.9 -0.084
O 3.6155 -1.0731 1.4662 1.7 -0.3 0.8 -0.048
O -0.4884 -1.6234 3.6190 -0.5 -1.4 -2.1 -0.105
O -1.4115 1.7779 -0.9180 0.4 -0.6 1.2 -0.071
O -4.7044 0.5803 0.0830 0.5 1.1 -2.0 -0.053
O -1.2352 4.4436 -1.1230 -0.5 1.0 -1.3 -0.079
O -2.7544 3.0234 1.4670 -0.1 -0.6 -1.6 -0.084
O 0.9220 2.0329 -3.3679 0.2 -0.2 -0.6 -0.046
O -1.2190 -1.1885 -5.2376 0.1 0.0 -1.1 -0.072
O 2.8052 -2.4814 3.3827 -0.3 -0.7 -0.1 -0.066
O -2.2227 -4.2441 2.0847 -1.7 -1.2 1.4 -0.055
O 0.9218 4.8244 0.3732 0.7 0.3 -1.2 -0.051
O -2.5531 0.9281 4.6425 1.4 0.3 -1.3 -0.044
O 4.0161 2.8082 3.8706 -0.3 1.2 1.3 -0.118
H -1.7351 -1.5872 -4.5482 -0.6 -0.4 0.7 -0.007
H 1.0861 -0.8370 -2.9224 -0.2 -0.1 0.1 0.022
H 0.2340 -4.8616 0.3291 1.4 -0.9 0.4 0.032
H 2.6492 -3.4250 -3.5929 -0.4 -0.6 -0.4 0.011
H -5.1218 1.5969 -2.6556 -1.1 -0.8 0.5 0.036
H 1.5755 4.7118 3.1969 -0.3 1.1 0.3 0.046
H -2.8136 1.3809 -4.7436 0.1 -1.3 -1.8 0.029
H 3.0016 -3.3734 3.7290 -0.4 0.9 0.1 0.099
H 5.6620 2.4128 1.1100 -2.2 0.0 0.0 0.061
H 3.4301 -1.0918 2.4413 -0.4 -0.3 -1.4 0.077
H -0.1476 -2.9254 0.9810 1.7 -0.1 -0.7 -0.009
H 4.9183 0.0188 1.8679 0.1 0.3 0.0 -0.003
H -1.1722 2.4564 -1.5627 0.2 0.4 0.2 0.039
H -1.6951 -4.3071 1.3055 0.6 0.2 -1.3 -0.035
H -0.0566 1.0180 3.0277 -1.0 -0.6 0.3 0.027
H -3.7630 -2.5542 2.8470 0.5 0.3 0.2 0.054
H -0.7447 1.7672 -0.1844 -0.6 0.1 -1.5 0.048
H -5.5287 -1.7795 1.6784 -0.5 0.0 0.6 0.037
H 3.4547 3.0662 3.1175 0.2 -0.2 0.5 -0.021
H 4.7054 3.4654 -2.0215 -0.3 0.6 -0.2 0.038
H 3.5098 -1.1274 -1.8339 -0.1 0.3 -0.1 0.016
H -3.1243 -0.8717 -1.3105 0.2 -0.3 1.0 0.056
H -0.3296 -1.2163 -4.8545 0.0 0.3 0.1 -0.021
H 2.6506 -3.3700 1.0534 0.3 1.4 -0.6 -0.010
H -2.3950 -2.4759 -2.0706 0.3 0.0 0.3 0.007
H 3.7783 3.5269 4.5389 0.5 -1.6 -1.4 0.062
H -4.1068 0.9643 0.7072 -0.4 -0.1 1.1 0.024
H 1.3028 -1.8305 -6.0934 0.2 0.3 -0.6 0.063
H -5.4638 0.0614 0.3283 -0.1 -0.3 1.2 0.040
H -2.8989 1.7536 4.2730 -0.3 -0.3 0.6 0.044
H -4.6439 -3.0470 -0.5772 -0.3 -2.4 0.6 0.037
H 2.5081 1.2946 -0.6960 -1.6 1.3 0.8 0.022
H -0.7060 3.9148 5.2301 0.0 0.0 0.4 0.034
H -2.2428 0.2155 -1.2510 1.2 2.3 -0.1 -0.034
H 2.9481 5.0065 2.3312 0.0 1.5 -0.1 0.059
H 2.9007 -0.7989 0.9261 -2.0 0.1 0.1 0.023
H 1.0922 -2.4575 -1.6539 -0.2 -0.4 -1.1 0.005
H 0.9221 4.3484 1.1965 0.5 -0.3 0.5 0.009
H 1.2731 2.4080 -0.0819 0.6 0.1 1.2 0.000
H 5.6687 3.4587 0.1606 -0.5 0.8 -0.6 0.054
H 1.0702 1.0864 -3.4661 -0.1 0.1 -0.2 0.004
H 2.3056 4.3606 -2.1612 -1.6 0.1 0.5 0.007
H -1.2192 -3.3861 -2.4115 -0.5 0.5 0.0 0.020
H 6.0060 0.7235 1.0667 -0.4 -0.5 1.2 0.060
H 0.4028 -1.7622 -0.5568 -1.1 0.2 0.0 -0.008
H 2.3228 -0.7956 -5.4495 0.7 0.3 -0.6 0.062
H -2.7325 3.8474 0.9098 0.2 -1.1 0.6 0.070
H -2.7915 -1.4112 2.6895 0.5 0.1 0.0 0.027
H -0.7711 -2.3118 2.9025 0.3 1.9 1.7 0.052
H -1.0570 -1.7502 4.3831 0.0 -0.2 0.0 0.040
H 1.8325 4.8253 0.0044 -0.9 -0.1 0.6 0.059
H -1.3896 5.1104 -1.8303 -0.1 -0.7 0.7 0.076
H -2.7981 -5.0467 2.0379 0.7 1.0 0.2 0.075
H 2.1959 -3.3145 -5.0761 0.7 -0.1 1.0 0.031
H -5.3556 -0.8909 3.8495 0.7 0.3 -0.3 0.015
H -4.7891 0.2351 2.8563 -1.0 -1.0 1.4 0.030
H 1.8338 -2.3573 3.3356 0.4 -0.8 0.1 0.052
H -0.2732 4.4994 -1.0462 0.2 0.1 0.4 -0.017
H -0.3114 -0.2229 -2.8646 -0.7 0.9 0.3 0.033
H 1.8460 -1.2763 4.5862 -0.3 0.6 0.7 0.001
H -0.3495 3.3538 3.8572 -0.3 0.4 0.1 0.012
H -0.8911 1.9265 1.9736 -2.4 0.2 0.0 -0.028
H 2.4958 -4.5261 1.8749 -0.1 -0.6 -0.4 0.040
H 2.1080 5.2252 -3.2015 -2.0 0.2 0.8 0.084
H -0.8286 -3.2721 -5.4249 0.1 0.2 1.1 0.029
H 0.8814 -1.0191 5.8236 -0.3 0.8 0.0 0.032
H 4.2773 1.5662 -0.7440 -0.3 -2.3 1.3 0.070
H -2.7903 2.2975 0.7714 0.3 1.7 0.8 0.029
H 3.9147 2.5546 -2.9085 -0.4 2.5 0.2 0.115
H -0.1175 -3.8259 -4.0229 -0.8 0.6 -1.6 0.032
H -0.4855 -1.2492 0.8909 0.5 -1.3 0.3 0.079
H -0.9387 -4.9492 -0.6621 0.5 0.7 0.7 0.111
H -4.3699 -1.4170 0.8220 -0.1 -0.1 -0.2 0.037
H 3.1894 -2.0871 -2.9881 0.3 1.3 -0.1 0.023
H -5.0417 -4.5482 -0.0558 -0.5 0.6 0.2 0.022
H 3.8261 0.0335 -0.0730 1.2 1.5 0.0 0.028
H -5.7669 1.2400 -1.2824 0.1 -0.2 -1.6 0.016
H 1.5582 2.2597 -2.6822 -0.3 0.2 0.5 -0.024
H -3.0889 0.3921 -3.3719 -0.3 -1.8 -0.9 -0.002
H -3.0294 0.6095 5.3898 -1.0 0.2 0.6 0.026
```
Forces are in eV/Å.

---

No. 2
This record from the OMol25 dataset describes the molecule C3H2Cl2O in a non-equilibrium geometry. The level of theory is wB97M-V/def2-TZVPD.

Output
ΔE to the lowest compared entry with this formula, charge and spin: 58.9 kcal per mole
SMILES: C=C1OC1(Cl)Cl
LUMO level: -0.36 eV
charge: 0
HOMO level: -10.51 eV
HOMO-LUMO gap: 10.142 eV
strongest force on any atom: 0.06131 hartree/bohr

XYZ file:
```
8
Properties=species:S:1:pos:R:3:forces:R:3:nbo_charge:R:1
Cl -0.7841 -1.0522 3.8296 0.2 0.0 0.2 0.103
Cl -3.4337 -0.1616 2.5542 3.0 0.2 -0.1 -0.196
O -0.8448 1.1754 2.3123 0.2 0.5 0.3 -0.414
C -1.3322 -0.0879 2.5461 -3.1 -0.3 -0.3 0.264
C -0.6926 0.2230 1.3196 -0.3 -0.7 0.2 0.237
C -0.1604 0.0244 0.1470 0.1 0.3 -0.1 -0.461
H 0.3634 0.8124 -0.3599 0.1 0.2 -0.1 0.231
H -0.2416 -0.9289 -0.3355 -0.1 -0.3 0.0 0.237
```
Forces are in eV/Å.

---

No. 3
This record from the OMol25 dataset describes C5H7NO2 as an isolated structure in a non-equilibrium geometry. The level of theory is wB97M-V/def2-TZVPD.

Output
ΔE to the lowest compared entry with this formula, charge and spin: 131.1 kcal per mole
LUMO level: -0.21 eV
charge: 0
HOMO level: -8.49 eV
HOMO-LUMO gap: 8.274 eV
strongest force on any atom: 0.16189 hartree/bohr

XYZ file:
```
15
Properties=species:S:1:pos:R:3:forces:R:3:nbo_charge:R:1
O -3.0479 -1.4503 -0.2713 0.6 1.8 0.2 -0.570
O -2.8505 0.6711 0.4628 3.2 1.9 -0.3 -0.646
N -0.2117 1.5120 -0.2238 0.6 8.0 -2.1 -0.822
C 1.7982 0.0598 0.0002 0.4 -1.3 -0.2 -0.233
C 2.3966 -1.2331 0.1243 -1.2 2.8 1.0 -0.378
C -2.3541 -0.4630 -0.0457 -1.1 -3.3 -0.1 0.711
C 0.2012 0.2857 -0.2147 0.3 -3.5 1.6 0.224
C -0.9116 -0.5646 -0.1126 6.3 -4.8 0.2 -0.506
H 0.6046 2.3985 -0.3922 -3.8 -3.4 0.3 0.417
H 3.4654 -1.1670 0.4716 -1.1 -0.4 -0.8 0.219
H -0.4258 -1.6529 0.0912 -2.1 2.2 -0.8 0.228
H 1.8830 -2.3083 0.1753 0.9 2.9 -0.4 0.246
H -1.2274 1.5224 -0.6374 3.2 1.6 0.1 0.405
H -1.9069 1.1383 0.5273 -3.4 -0.2 1.3 0.475
H 2.5867 1.2514 0.0450 -2.8 -4.2 -0.1 0.230
```
Forces are in eV/Å.